A 5-piece molecular cluster, C9H28O9 overall, computed with ωB97M-V/def2-TZVPD.

Calculated values
SMILES string = OCCO.OCCO.OCCO.OCCO.CO
largest force on an atom = 2.38 eV/A
molar mass = 280.31 Da
energy above the lowest of the compared OMol25 structures with the same formula, charge and spin = 15.3 kcal/mol
orbital gap = 10.56 eV
HOMO level = -9.977 eV

Geometry as XYZ:
```
46
C9H28O9 (ωB97M-V/def2-TZVPD)
O -3.425 0.491 -0.226
C -3.672 1.870 0.101
C -2.404 2.519 0.539
O -2.100 2.104 1.903
H -4.249 0.016 -0.089
H -4.004 2.341 -0.844
H -4.517 2.050 0.767
H -2.456 3.605 0.479
H -1.497 2.232 -0.003
H -2.102 1.144 1.782
O 0.117 5.531 -2.348
C -0.150 4.135 -2.510
C 0.992 3.282 -2.014
O 0.567 1.926 -2.146
H 0.615 5.800 -3.124
H -1.073 3.887 -1.993
H -0.249 3.926 -3.579
H 1.297 3.478 -0.978
H 1.909 3.464 -2.591
H 1.318 1.331 -2.078
O 2.336 -1.675 3.531
C 3.011 -2.653 2.745
C 3.389 -3.865 3.577
O 4.322 -3.438 4.565
H 2.828 -1.626 4.358
H 2.376 -2.987 1.930
H 3.970 -2.229 2.430
H 3.830 -4.591 2.880
H 2.527 -4.350 4.045
H 4.898 -4.174 4.784
O -1.779 -3.255 -1.299
C -1.386 -1.961 -1.758
C -0.343 -2.158 -2.815
O -0.880 -3.004 -3.856
H -2.634 -3.209 -0.865
H -2.246 -1.398 -2.137
H -1.036 -1.368 -0.903
H 0.518 -2.690 -2.402
H -0.067 -1.201 -3.248
H -1.292 -3.716 -3.352
C 0.534 0.290 0.863
O -0.182 -0.669 1.621
H 0.432 1.299 1.270
H 1.585 0.044 0.679
H 0.060 0.283 -0.121
H 0.313 -0.828 2.433
```